# 1
Computed, not measured: a molecular structure, C24H53BrN18O33S in a non-equilibrium geometry, with ωB97M-V/def2-TZVPD.

Last column: Löwdin charge in e.
CARTESIAN COORDINATES (ANGSTROEM)
C: 3.93350 -0.82789 4.50404  -0.09
C: 4.02044 -0.65277 2.96624  -0.20
C: 3.62785 0.77987 2.55304  -0.19
O: 2.40099 0.82855 1.79033  -0.04
C: 1.27944 0.91544 2.55450  -0.22
C: 0.32432 -0.03839 2.39823  0.07
C: -0.92340 -0.01591 3.12887  -0.28
O: -1.92501 -0.94537 3.00374  -0.10
N: -1.93158 -1.66739 1.73750  0.03
O: -1.54836 -2.74136 1.92801  0.13
C: -1.15736 0.98835 4.02562  -0.53
Br: -2.74902 1.09501 5.05253  0.83
C: -0.17570 1.99947 4.19414  -0.41
N: -0.30488 3.05318 5.01035  -0.23
S: 1.05533 3.88562 4.83630  1.03
N: 1.85795 3.00092 3.75294  -0.21
C: 1.03464 1.97962 3.47929  -0.29
H: 4.93596 -0.98033 4.87482  0.04
H: 3.46401 0.03624 4.97028  0.07
H: 3.28643 -1.67950 4.71656  0.07
H: 3.31217 -1.31842 2.47007  0.10
H: 5.00303 -0.88918 2.57166  0.09
H: 4.40097 1.14028 1.87197  0.12
H: 3.63450 1.47023 3.38957  0.09
H: 0.49614 -0.82276 1.67724  0.11
C: -0.30058 0.95698 -2.26389  0.04
N: -0.21912 -0.08518 -1.20455  -0.42
O: -0.94909 0.01527 -0.24147  0.06
O: 0.58322 -0.98544 -1.36366  0.05
H: -1.05066 1.68162 -1.97849  0.08
H: 0.67911 1.41984 -2.33814  0.11
H: -0.57311 0.46718 -3.18907  0.08
C: -1.22042 3.86362 -5.93061  0.06
N: -1.14023 2.81314 -4.88207  -0.42
O: -1.87510 2.91931 -3.92536  0.08
O: -0.33515 1.91684 -5.06273  0.04
H: -1.97025 4.58871 -5.63846  0.10
H: -0.23982 4.32452 -6.00394  0.10
H: -1.49573 3.37482 -6.86148  0.10
C: 8.72643 1.06072 4.53596  0.05
N: 7.50789 0.22082 4.71397  -0.42
O: 6.53393 0.50988 4.04603  0.05
O: 7.56736 -0.69707 5.50357  0.07
H: 8.51122 1.82677 3.80290  0.10
H: 8.96068 1.49638 5.50328  0.11
H: 9.51474 0.41408 4.20366  0.06
C: 2.96281 -3.69754 -1.29392  0.05
N: 4.26893 -2.99770 -1.20185  -0.43
O: 4.52533 -2.42098 -0.16945  0.08
O: 5.01218 -3.03316 -2.16255  0.05
H: 2.44158 -3.55416 -0.35544  0.09
H: 2.41187 -3.25077 -2.11618  0.10
H: 3.15380 -4.75099 -1.47628  0.10
C: -1.40812 -1.19742 -7.02190  0.04
N: -1.79435 -0.01369 -7.83700  -0.45
O: -2.69345 0.68594 -7.41669  0.06
O: -1.18174 0.16622 -8.86535  0.07
H: -2.03622 -1.22880 -6.13948  0.09
H: -1.55709 -2.07886 -7.63810  0.10
H: -0.36322 -1.08131 -6.75054  0.10
C: -5.02617 -1.04436 2.59519  0.04
N: -6.42393 -1.05244 3.10812  -0.43
O: -6.68850 -0.32734 4.03450  0.10
O: -7.21592 -1.79523 2.54728  0.02
H: -4.44401 -0.34223 3.18060  0.04
H: -4.63842 -2.05367 2.69606  0.10
H: -5.06543 -0.74163 1.55047  0.10
C: -7.22172 -3.44280 -0.42566  0.05
N: -6.95878 -2.85858 -1.76778  -0.45
O: -6.57710 -1.70874 -1.81477  0.07
O: -7.14750 -3.57233 -2.73177  0.05
H: -7.01375 -2.68866 0.32366  0.06
H: -8.26591 -3.74064 -0.39693  0.10
H: -6.56794 -4.30203 -0.30791  0.10
C: 3.84572 4.88879 1.56971  0.04
N: 5.17387 5.56019 1.52956  -0.45
O: 5.53950 6.14762 2.52531  0.07
O: 5.80098 5.47083 0.49519  0.06
H: 3.40420 5.04972 2.54463  0.07
H: 3.23475 5.32989 0.78781  0.10
H: 4.00781 3.83035 1.38853  0.09
C: -7.92000 1.50174 0.96269  0.05
N: -6.54079 2.06368 0.93553  -0.46
O: -6.13242 2.60493 1.94120  0.07
O: -5.91769 1.93339 -0.09660  0.06
H: -8.34939 1.68601 1.94083  0.10
H: -8.49747 1.99594 0.18735  0.10
H: -7.83940 0.43558 0.76720  0.08
C: 7.87315 -3.32636 -1.52006  0.04
N: 9.18753 -2.67766 -1.26308  -0.43
O: 9.34914 -2.16343 -0.17466  0.07
O: 10.01346 -2.71012 -2.15276  0.06
H: 7.25606 -3.20978 -0.63820  0.08
H: 7.41978 -2.84136 -2.37559  0.09
H: 8.07182 -4.37446 -1.72565  0.11
C: 11.83944 -0.42548 -0.95090  0.07
N: 13.15112 0.21999 -0.66563  -0.36
O: 13.30647 0.72700 0.42965  0.04
O: 13.98165 0.19443 -1.54644  0.11
H: 11.20602 -0.32425 -0.07905  0.08
H: 11.40702 0.08305 -1.80707  0.11
H: 12.02601 -1.46946 -1.17367  0.09
C: -9.95756 -2.02276 -4.25751  0.05
N: -10.98879 -1.24563 -3.51806  -0.45
O: -11.84241 -0.67170 -4.16394  0.05
O: -10.90422 -1.23932 -2.30923  0.06
H: -10.15422 -1.94189 -5.31986  0.09
H: -8.98877 -1.59950 -4.00668  0.09
H: -10.02825 -3.05394 -3.92546  0.10
C: -11.43027 2.75887 -4.90532  0.04
N: -10.04658 3.30620 -4.94886  -0.46
O: -9.59920 3.79270 -3.93185  0.06
O: -9.45941 3.22499 -6.00679  0.06
H: -11.82558 2.89845 -3.90646  0.10
H: -12.01951 3.30237 -5.63754  0.10
H: -11.37266 1.70382 -5.15574  0.08
C: 13.00497 0.23473 2.38833  0.02
N: 11.86773 0.69398 3.23257  -0.41
O: 10.84167 1.02089 2.66811  0.04
O: 12.04096 0.71443 4.43236  0.07
H: 12.70022 0.27562 1.34871  -0.09
H: 13.83892 0.90356 2.57696  0.11
H: 13.24362 -0.78099 2.68950  0.11
C: -9.98214 -2.70891 3.39292  0.02
N: -11.36330 -3.24975 3.52902  -0.46
O: -12.22423 -2.78600 2.81150  0.07
O: -11.53003 -4.12342 4.35352  0.06
H: -9.98282 -1.94398 2.62718  0.08
H: -9.69558 -2.29462 4.35431  0.10
H: -9.33452 -3.53447 3.11691  0.09

Output
DFT total energy   -7385.3556 Ha
Gap between HOMO and LUMO   7.48 eV


# 2
Computed, not measured: a molecular structure, C24H53GeN3O11PTeTi in a non-equilibrium geometry, with ωB97M-V/def2-TZVPD.

Last column: Löwdin charge in e.
CARTESIAN COORDINATES (ANGSTROEM)
Ti: -0.31211 0.18568 0.59200  0.94
C: -4.72342 0.25009 -2.60700  -0.04
N: -3.64846 -0.72044 -2.52978  -0.12
C: -3.91115 -2.03896 -3.08697  -0.03
C: -2.49796 -0.43499 -1.89692  -0.44
O: -2.30109 0.60907 -1.26322  -0.04
C: -1.29953 -1.32037 -2.23358  -0.09
O: -0.09944 -0.64840 -1.89770  -0.12
C: 0.08594 0.52922 -2.65888  -0.09
C: 0.15069 1.70718 -1.72676  -0.34
O: 0.20980 1.49820 -0.50636  -0.09
N: 0.06674 2.96246 -2.20897  -0.09
C: 0.44470 4.02384 -1.27760  -0.01
C: 0.43487 3.20003 -3.59610  -0.02
H: -5.03981 0.34653 -3.64922  0.09
H: -4.35728 1.20857 -2.25176  0.07
H: -5.57853 -0.04865 -2.00007  0.08
H: -4.98847 -2.18533 -3.12316  0.09
H: -3.49060 -2.80907 -2.44402  0.09
H: -3.51177 -2.13802 -4.10206  0.09
H: -1.31000 -1.56289 -3.30209  0.14
H: -1.32248 -2.24977 -1.66782  0.12
H: -0.72261 0.65553 -3.38261  0.14
H: 1.02937 0.43666 -3.20161  0.12
H: 1.53258 4.09281 -1.18070  0.11
H: 0.01911 3.81318 -0.30075  0.07
H: 0.05604 4.97093 -1.64916  0.09
H: 1.51009 3.09152 -3.76794  0.09
H: 0.14804 4.21652 -3.85773  0.10
H: -0.10023 2.51841 -4.25590  0.09
C: 5.09385 0.09822 -1.22538  -0.08
C: 3.69574 0.16238 -1.86346  -0.72
C: 3.75750 1.15987 -3.02594  -0.04
C: 3.33332 -1.23365 -2.38564  -0.02
O: 2.71106 0.60947 -0.95658  -0.33
Ge: 2.73885 0.09809 0.86899  1.14
O: 1.36582 1.06584 1.88003  -0.39
C: 1.57514 1.99861 2.93142  -0.68
C: 0.82931 1.54546 4.19209  -0.02
C: 1.07095 3.37581 2.49080  -0.02
C: 3.06678 2.08813 3.26930  -0.08
O: 1.18017 -1.17678 0.66877  -0.40
C: 1.19163 -2.41243 1.42470  -0.64
C: 0.36274 -2.30974 2.71782  -0.01
C: 2.62780 -2.76788 1.83070  -0.09
C: 0.65471 -3.51216 0.50926  -0.02
H: 5.84876 -0.11764 -1.98234  0.08
H: 5.12572 -0.67970 -0.46156  0.05
H: 5.32625 1.05058 -0.74504  0.08
H: 4.55251 0.88576 -3.72092  0.09
H: 3.95700 2.16056 -2.63777  0.09
H: 2.81340 1.18326 -3.57429  0.05
H: 4.02046 -1.54658 -3.17415  0.09
H: 2.31318 -1.24867 -2.76968  0.07
H: 3.38475 -1.94886 -1.56212  0.08
H: -0.23126 1.43888 3.98860  0.07
H: 0.96255 2.28093 4.98756  0.09
H: 1.22278 0.58552 4.53256  0.08
H: 0.01119 3.30842 2.24471  0.07
H: 1.62130 3.69774 1.60339  0.08
H: 1.20511 4.11403 3.28288  0.09
H: 3.43892 1.11005 3.57936  0.07
H: 3.22672 2.79854 4.08075  0.09
H: 3.63851 2.40866 2.39475  0.07
H: 0.49902 -1.31737 3.15368  0.08
H: 0.69422 -3.05823 3.43946  0.09
H: -0.69478 -2.46341 2.53088  0.08
H: 2.99320 -2.07688 2.59251  0.06
H: 3.29274 -2.71851 0.96472  0.07
H: 2.65150 -3.77864 2.23705  0.09
H: -0.38732 -3.31715 0.26310  0.05
H: 0.71681 -4.48735 0.99409  0.09
H: 1.24103 -3.52936 -0.41296  0.09
O: -2.76727 -2.89751 0.14328  -0.11
N: -2.70012 -1.67229 0.41516  -0.33
O: -1.49280 -1.13726 0.69028  -0.35
C: -3.37702 4.76384 -0.33531  -0.05
C: -3.14559 3.27251 -0.49660  -0.30
O: -2.22548 2.79286 0.49281  -0.27
P: -2.56707 1.70534 1.63090  0.22
O: -1.26033 1.05519 2.00937  -0.38
Te: -4.45918 0.31953 1.30083  0.80
O: -2.82132 2.63446 2.92673  -0.27
C: -4.02873 3.35140 3.17170  -0.32
C: -4.13073 3.62385 4.65813  -0.07
H: -4.00481 5.11868 -1.15336  0.08
H: -2.42706 5.29934 -0.35261  0.07
H: -3.87434 4.98151 0.60813  0.06
H: -2.70654 3.05582 -1.46924  0.10
H: -4.08802 2.72519 -0.41797  0.06
H: -4.88540 2.76271 2.82713  0.05
H: -4.01277 4.29194 2.61448  0.10
H: -4.14866 2.68164 5.20456  0.08
H: -5.03875 4.18662 4.87288  0.08
H: -3.26598 4.20069 4.98606  0.08

Output
Relative energy (zero: lowest compared OMol25 entry of this formula, charge and spin)   68.0 kcal per mole
Spin multiplicity   4
DFT total energy   -5474.0177 Ha
Gap between HOMO and LUMO (alpha / beta)   6.35 / 6.38 eV